Record 1
ORCA calculation (wB97M-V/def2-TZVPD) on C27H36N5OReS4SeSi as an isolated structure.

XYZ file:
```
76
C27H36N5OReS4SeSi, DFT wB97M-V/def2-TZVPD
H -2.34 -3.35 -5.28
H -1.59 3.29 1.85
C 2.07 -5.25 2.48
H 3.14 -5.37 2.53
H -6.26 0.22 0.08
H 2.66 -0.49 -4.87
C -5.22 0.48 0.16
H 3.10 -2.22 -4.87
C 2.31 -1.50 -4.65
N 3.95 -1.40 -2.40
H -4.60 -1.26 -4.44
H -1.07 3.64 0.20
H 5.76 -0.63 -1.74
C -1.14 1.57 0.67
C 5.67 2.16 0.52
H 5.98 2.51 -2.84
S 3.21 0.41 2.55
C 4.97 -1.28 -1.37
C -0.08 -5.57 3.42
S 2.07 -1.68 -0.58
C 0.12 -4.46 1.31
C 4.28 2.16 0.64
H 1.47 -1.72 -5.31
N 1.85 -1.63 -3.28
H -5.53 2.56 -0.31
C 4.12 2.40 -1.76
H -1.01 -3.66 -4.16
C -3.78 -0.75 -3.93
H 3.50 2.51 -2.65
H -0.79 -5.91 4.17
H 2.11 -4.24 0.58
H -1.60 -4.81 2.27
H -2.85 -4.08 -1.90
H 0.86 -1.59 -3.09
C -2.93 -0.16 0.57
H 4.28 -1.37 -3.36
H 2.75 2.70 2.07
Si -2.59 -1.99 -3.21
H -3.65 -2.72 -1.09
N 1.05 1.08 1.18
C 3.51 2.28 -0.52
C -3.48 2.13 0.07
H 1.69 -6.24 4.38
C -4.81 1.80 -0.06
H -3.28 -0.12 -4.66
H 2.43 2.29 -0.44
H -4.41 -3.49 -2.50
H 4.35 2.44 2.76
H 4.54 -0.83 -0.48
H -3.18 3.16 -0.07
N -0.60 -4.95 2.34
C -3.45 -3.18 -2.06
C 1.51 -4.62 1.39
C 1.62 0.17 1.88
H 5.39 -2.26 -1.12
O -2.10 -1.17 0.82
C -4.29 -0.48 0.49
Se -1.06 -0.66 -2.10
S -0.77 -3.75 0.00
C 3.65 2.09 2.00
N -0.19 0.68 0.66
H 7.36 2.28 -0.80
H -4.20 -0.11 -3.16
H -4.58 -1.51 0.66
C 5.50 2.40 -1.87
H 0.13 3.14 1.40
C -1.66 -2.88 -4.57
C 2.64 -1.54 -2.22
H -1.04 -2.17 -5.13
S 0.97 -1.44 2.16
H 6.28 2.08 1.41
Re -0.32 -1.34 0.15
C 1.26 -5.74 3.52
C 6.28 2.27 -0.72
C -2.51 1.16 0.38
C -0.89 3.00 1.06
```

Output
**Multiplicity**: 2
**Gap between HOMO and LUMO (spin up / spin down)**: 6.47 / 6.70 eV
**Expectation value of S²**: 0.8421
**Net charge**: +1


Record 2
ORCA calculation (wB97M-V/def2-TZVPD) on a 6-piece molecular cluster, C27H36N6O9 overall in a non-equilibrium geometry.

XYZ file:
```
78
C27H36N6O9, DFT wB97M-V/def2-TZVPD
H 18.78 34.40 27.91
C 19.13 25.54 31.62
H 19.73 34.93 32.21
C 22.39 33.22 34.88
H 16.14 30.72 27.71
C 10.38 34.98 27.66
H 19.11 35.21 25.34
C 22.51 33.38 32.42
C 10.87 36.51 25.88
C 19.47 32.67 29.20
C 18.30 36.88 29.13
C 17.10 32.78 27.78
H 20.50 33.20 29.46
H 18.18 28.62 32.56
O 15.38 37.27 28.96
N 21.03 30.61 24.74
H 19.43 28.61 31.38
H 17.01 32.29 22.59
H 20.98 33.21 25.66
H 11.31 37.30 26.19
H 20.24 25.65 31.80
O 14.90 35.72 30.54
H 19.68 33.29 33.87
C 12.76 35.60 27.43
H 23.44 33.64 32.70
C 20.12 32.99 25.19
H 13.08 34.69 26.96
H 22.64 34.23 35.02
H 17.06 34.34 23.88
C 17.85 33.69 24.06
H 9.38 34.80 27.11
H 16.86 25.79 30.41
H 19.60 28.02 32.89
C 19.75 36.58 29.34
H 18.92 30.48 23.11
C 19.24 35.36 31.47
C 17.78 32.40 23.36
C 20.40 32.55 33.49
C 18.86 27.99 32.16
H 13.37 36.46 27.08
O 14.94 33.12 26.77
H 18.86 24.99 32.34
H 20.46 31.66 34.23
C 19.14 31.47 29.60
O 16.26 34.80 26.96
C 18.45 33.51 28.26
N 11.34 35.66 27.02
H 21.48 33.07 35.59
H 17.94 37.47 28.38
O 10.67 34.34 28.72
C 19.04 34.03 24.97
H 23.02 32.49 35.11
H 19.82 31.12 30.39
C 18.84 31.42 23.59
O 21.26 29.75 23.93
N 15.75 36.39 29.88
O 16.56 27.82 30.40
H 11.07 36.11 24.83
C 17.13 36.23 30.10
C 16.85 31.38 28.16
N 21.82 33.02 33.58
H 17.05 35.01 31.87
C 17.68 35.42 31.28
C 20.02 31.59 24.55
H 21.22 35.61 30.65
O 21.78 30.51 25.88
H 19.94 32.05 32.51
N 18.28 26.84 31.53
H 19.19 24.93 30.92
C 17.74 30.80 29.22
N 16.13 33.56 26.96
C 20.17 35.84 30.49
H 9.78 36.69 25.74
H 12.90 35.52 28.56
H 17.48 29.85 29.75
O 21.96 33.41 31.38
C 17.25 26.80 30.76
H 20.42 36.94 28.42
```

Output
**Multiplicity**: 1
**Gap between HOMO and LUMO**: 7.01 eV
**SMILES**: O=[N+]([O-])c1ccccc1.O=[N+]([O-])c1ccccc1.O=[N+]([O-])c1ccccc1.CN(C)C=O.CN(C)C=O.CN(C)C=O


Record 3
ORCA calculation (wB97M-V/def2-TZVPD) on C27H36NZr as an isolated structure in a non-equilibrium geometry.

XYZ file:
```
65
C27H36NZr, DFT wB97M-V/def2-TZVPD
H -2.76 2.28 -2.68
H -1.77 1.56 1.46
H -2.13 -0.91 1.34
C 0.42 -2.05 -1.38
H 4.36 -1.97 0.13
C 1.28 -2.18 0.77
H 3.54 -1.57 -2.56
C 0.55 2.64 -3.72
C -0.60 2.38 -1.16
H -3.88 1.44 -1.58
C 2.30 1.80 1.56
H 2.05 -1.37 -3.51
C -2.83 1.55 -1.86
H 0.26 4.77 -3.50
H 3.71 -0.93 1.41
H 0.82 0.52 -3.70
H -0.24 0.22 3.03
C -2.72 3.34 -0.17
H 4.10 2.17 5.34
H -1.46 -2.53 -2.29
C 0.06 1.21 -1.81
C 0.15 3.79 -3.02
H -1.91 -3.11 -0.22
H 3.86 2.91 2.51
Zr 0.21 -0.04 -0.03
H -0.67 4.59 -1.18
H -3.71 3.08 0.22
C 0.68 0.82 2.96
C 2.95 2.33 2.67
C 2.45 2.12 3.95
C -1.87 1.07 0.48
H 2.65 1.96 0.54
H 2.53 2.60 6.05
H 3.99 -0.27 -0.21
C 3.15 2.69 5.15
C -0.42 3.71 -1.79
H -1.25 -3.22 1.42
H -0.79 -4.42 0.20
C -2.03 -0.33 0.41
C 0.49 1.38 -3.12
H 0.87 1.14 5.07
H 0.17 2.32 -0.27
H 2.71 -0.01 -2.60
C -1.01 -3.35 0.36
H 1.83 -1.76 2.81
H -2.15 3.86 0.60
H 0.56 -2.98 2.63
H 3.39 3.75 5.01
H -0.57 -1.24 -3.12
H -0.04 -2.92 -3.29
H -2.55 -0.81 -0.44
H -2.46 0.59 -2.26
C 3.65 -1.16 0.34
C 2.55 -1.09 -2.58
C -0.46 -2.20 -2.58
N 1.18 1.03 1.71
C 1.49 -2.59 2.19
H 0.92 2.72 -4.74
C 2.27 -1.55 -0.06
H 2.25 -3.39 2.26
C 1.29 1.35 4.09
C 1.75 -1.50 -1.39
C 0.14 -2.50 -0.05
H -2.86 4.04 -1.00
C -2.00 2.08 -0.67
```

Output
**Multiplicity**: 1
**Gap between HOMO and LUMO (spin up / spin down)**: 4.84 / 4.84 eV
**Net charge**: +1


Record 4
ORCA calculation (wB97M-V/def2-TZVPD) on a 10-piece molecular cluster, C27H36O31S overall in a non-equilibrium geometry.

XYZ file:
```
95
C27H36O31S, DFT wB97M-V/def2-TZVPD
O 1.56 4.15 0.50
C 0.49 -5.35 -2.76
H 2.98 -0.17 2.04
H -0.68 -2.58 -2.08
H 3.01 -0.76 0.40
C 4.67 -1.97 -1.80
O -5.69 3.83 0.35
O 3.53 3.51 -0.30
O 0.08 2.15 4.37
C 1.03 2.29 3.28
H -4.18 -2.34 0.28
C -2.55 2.73 1.12
C -3.89 -0.26 -0.15
O 0.15 -3.44 5.69
H 4.87 -2.85 -1.20
C 3.99 -3.07 1.95
C 3.00 -1.08 1.44
O 2.70 -3.33 1.85
H 3.14 2.27 3.73
O 0.37 0.56 0.81
H -2.46 0.38 -2.92
H 4.12 -1.24 -1.20
H 2.62 1.66 -0.73
C -1.53 -2.07 3.00
O -4.79 1.55 -6.25
O -3.45 0.51 -4.80
H 0.58 2.90 2.50
O 1.15 -5.14 -1.59
O -0.77 0.70 -1.34
O 4.58 -1.71 -4.09
C -6.02 -0.39 -0.94
O -1.22 -3.12 3.89
O -0.04 -4.22 -3.25
O 4.82 -3.91 2.20
H 0.86 -2.39 -2.79
O 0.19 2.04 6.60
C -2.36 3.36 -0.22
H 1.11 1.24 2.99
H 1.52 -1.83 2.69
O -3.96 2.82 1.38
O -3.64 3.90 -0.53
C 2.25 2.85 3.98
H -1.57 4.11 -0.23
O 0.44 -6.42 -3.30
C -4.18 -1.69 -0.60
H 2.67 2.75 -2.10
O -3.62 2.72 -4.72
H -3.49 -0.09 0.85
H 0.60 2.47 -0.32
H -2.30 1.67 1.06
C -0.38 -2.76 4.87
O 5.88 -1.45 -2.33
H -3.68 2.24 -2.73
O 1.24 -0.62 -1.10
O 6.54 -0.68 -4.34
H -3.35 -1.98 -1.25
C 0.22 -3.13 -2.33
H 1.15 -2.37 1.02
H -1.52 -0.06 3.92
O -0.17 -1.43 4.80
O 4.24 -1.78 1.72
O 3.42 4.83 1.53
O -0.79 -1.35 -0.06
H -2.15 2.64 -1.01
C 0.88 -3.82 -1.14
C 1.25 3.30 -0.60
H 1.79 -3.27 -0.89
O -5.40 -1.55 -1.27
H 2.47 3.88 3.71
C -4.54 3.56 0.40
H -1.44 0.92 -4.25
H 3.62 -3.33 -3.16
O -7.10 -0.07 -1.30
C -4.05 1.59 -5.31
H -2.18 3.05 -3.25
C -2.46 0.92 -3.86
C 0.71 2.28 5.55
H -0.96 -2.18 2.07
C 5.76 -1.26 -3.65
C -0.82 -0.87 3.68
C -2.94 2.32 -3.53
H -3.20 0.24 -0.84
C 3.80 -2.26 -3.02
H 0.74 3.85 -1.39
H 0.18 -3.79 -0.30
C 1.93 -2.14 1.73
O 1.96 2.72 5.37
H -2.61 -2.01 2.90
C 2.88 4.23 0.65
S 0.01 -0.17 -0.43
O -5.20 0.31 -0.14
H -0.09 -0.41 3.02
H 2.88 -1.68 -3.00
H -1.81 3.15 1.81
C 2.60 2.72 -1.02
```

Output
**Multiplicity**: 1
**Gap between HOMO and LUMO**: 8.50 eV
**Net charge**: -2


Record 5
ORCA calculation (wB97M-V/def2-TZVPD) on C27H37Br4CuN3O3SbSi3 as an isolated structure.

XYZ file:
```
79
C27H37Br4CuN3O3SbSi3, DFT wB97M-V/def2-TZVPD
C -2.52 -1.13 3.58
C 0.42 0.22 -4.27
C -5.92 -3.47 -1.22
H 2.42 -3.48 4.14
C -2.67 0.19 5.64
C -1.33 3.04 -2.85
C 0.87 4.85 -1.79
C -4.64 -3.47 -1.73
H 0.84 -0.15 -5.20
Si 3.12 1.83 0.29
C -6.15 -2.99 0.06
H -6.74 -3.87 -1.81
C 1.97 -3.43 3.16
H 3.49 -1.03 -2.20
H -7.13 -2.99 0.50
Si 1.81 0.68 -3.06
O -2.77 -2.23 2.91
H 4.43 -0.14 -0.58
H 1.49 5.15 -0.94
H 4.96 3.49 -0.11
H 0.20 -3.92 -1.24
H 3.66 -0.50 0.97
Br -0.39 2.39 2.94
H 3.70 -0.73 -3.93
C 1.97 -3.91 0.82
H 3.52 -4.55 2.16
H 0.27 5.70 -2.10
Br -1.42 2.72 6.06
H 1.54 4.59 -2.61
Br -4.02 -2.35 5.61
N -3.84 -2.47 0.27
C -2.17 -3.08 -1.39
H 4.06 2.74 2.42
H 0.24 -2.31 3.79
H 2.39 3.06 -3.67
H 2.77 1.96 -4.99
N 0.18 -2.69 1.78
H -4.40 -3.84 -2.72
H 0.57 -2.21 -1.14
H -0.20 -0.58 -3.85
C 2.80 2.08 -3.91
C -3.61 -2.97 -0.95
C 4.13 3.10 -0.71
H -0.75 3.14 -3.77
H -2.11 4.82 -0.46
H 2.45 3.42 2.12
O -1.41 -0.22 1.71
C 2.58 -4.02 2.05
O -1.90 -3.51 -2.52
C 4.19 0.27 0.40
Si -0.26 3.39 -1.32
C 2.96 -0.85 -3.14
H 2.37 -1.74 -3.36
C 0.76 -3.23 0.71
C -1.76 -0.08 2.96
H -5.18 -2.09 1.78
Cu -2.03 -2.06 1.19
H 3.84 2.07 -3.60
C 0.77 -2.78 2.97
N -1.32 -2.76 -0.41
Br -3.31 0.37 7.41
C -2.98 -0.94 4.88
H -0.23 1.06 -4.50
C -1.88 1.17 5.07
Sb 0.81 1.10 -0.66
H -2.18 3.73 -2.91
H 2.42 -4.35 -0.07
C -5.07 -2.48 0.77
C 3.06 2.51 2.05
C -1.45 4.07 -0.02
H 4.55 2.65 -1.61
H 3.51 3.94 -1.02
H 2.61 1.78 2.73
H -0.92 4.53 0.82
H -1.73 2.02 -2.83
C 0.07 -3.04 -0.61
C -1.43 1.02 3.74
H 5.13 0.47 0.92
H -2.07 3.27 0.39
```

Output
**Multiplicity**: 2
**Gap between HOMO and LUMO (spin up / spin down)**: 6.63 / 6.59 eV
**Expectation value of S²**: 0.7526
**Net charge**: -1


Record 6
ORCA calculation (wB97M-V/def2-TZVPD) on C27H37F4Si as an isolated structure in a non-equilibrium geometry.

XYZ file:
```
69
C27H37F4Si, DFT wB97M-V/def2-TZVPD
F -0.10 -6.24 3.94
C 0.40 2.53 -0.67
C 0.26 -4.88 2.02
H -1.67 0.88 3.11
Si -1.30 0.36 -1.38
C 0.83 -1.83 -1.86
H -2.28 1.77 6.70
H 0.47 -4.02 2.66
H 1.22 1.82 -0.78
C 2.65 5.75 -0.13
C 1.23 -1.86 -3.32
H 1.31 4.09 -1.91
C -0.35 -7.25 1.81
H -1.20 0.26 1.09
H 3.46 5.94 1.87
H -4.38 2.03 2.31
C 0.96 3.96 -0.88
C 0.61 -3.46 0.01
C -3.03 1.33 0.73
C -2.98 1.57 4.67
H 0.08 2.47 0.38
H -0.56 -8.22 2.27
H -1.45 3.00 -1.60
C -0.29 -7.08 0.44
H -3.79 2.30 4.80
H 2.93 3.63 -0.04
C 2.10 4.34 0.07
H -1.06 1.10 5.60
C -1.87 1.84 5.69
C 2.46 -1.35 -3.81
H -4.00 0.31 2.43
H -2.62 2.33 0.57
H 3.18 -0.88 -3.13
H 4.22 7.02 0.68
H 0.21 -4.04 -1.98
F 3.84 -0.77 -5.66
C -3.57 1.30 2.19
H -1.44 2.84 5.56
C -2.02 0.23 0.36
C -0.74 2.16 -1.63
H 0.97 -2.69 0.69
H -2.51 -0.74 0.55
H 1.85 6.49 0.03
C -2.49 1.61 3.22
H -0.48 -3.07 -3.85
F -0.21 -3.08 -6.45
C 1.84 -1.94 -6.12
F -0.49 -8.18 -0.37
C 0.71 -2.56 -5.58
H 1.75 4.25 1.11
H 0.11 -5.82 -1.27
H 4.61 5.29 0.67
H -2.40 0.02 -2.40
H 0.07 -0.84 -1.51
H 2.00 -1.85 -7.19
H 0.15 4.69 -0.75
H -2.05 2.60 3.02
C 0.05 -5.88 -0.19
H 1.83 -1.53 -1.27
C 0.46 -3.14 -1.31
C -0.08 -6.11 2.58
C 0.32 -4.75 0.62
H -3.40 0.58 4.85
H -3.92 1.26 0.10
C 3.81 6.02 0.83
H 3.00 5.87 -1.17
C 0.40 -2.57 -4.22
C 2.71 -1.39 -5.18
H -0.34 2.21 -2.65
```

Output
**Multiplicity**: 1
**Gap between HOMO and LUMO**: 6.15 eV
**Net charge**: +1


no.,calculated total energy (a.u.),molar mass (Da)
1,-5761.3743,868.1
2,-2055.2418,588.6
3,-1151.9454,465.8
4,-3781.3759,888.6
5,-14486.5323,1040.8
6,-1739.6327,465.7